# 1
Formula: C9H13NO2
Source: the OMol25 dataset
Level of theory: wB97M-V/def2-TZVPD

Each line ends with the Löwdin charge.
Positions of all 25 atoms, in Å:
C  -2.807564  0.314266  0.173076  -0.044
C  -2.001307  1.436381  -0.221640  -0.544
O  -1.638418  2.230096  0.696027  -0.005
N  -1.502206  1.575109  -1.549821  0.161
H  -2.695329  0.279841  1.297844  0.095
H  -2.621941  -0.662735  -0.301972  0.074
H  -0.705268  2.147315  -1.753210  0.093
H  -1.861758  1.067334  -2.294797  0.061
H  -3.877753  0.703999  0.021849  0.125
C  2.772424  0.013510  -1.531709  -0.063
C  1.268335  -0.242880  1.950774  0.008
C  2.086099  0.123532  0.825287  -0.061
C  0.183575  -0.980157  1.590531  -0.306
C  1.947826  -0.463035  -0.364614  -0.308
C  -0.096255  -1.488223  0.250539  -0.042
C  0.924951  -1.461212  -0.650868  -0.027
O  -0.693833  -1.287650  2.637799  -0.013
H  1.358043  0.442438  2.753464  0.110
H  2.884229  0.825693  1.057203  0.116
H  -1.612643  -0.984493  2.343374  0.105
H  -0.987854  -2.122267  0.036065  0.119
H  3.645811  0.586334  -1.246674  0.065
H  2.104904  0.812048  -2.120274  0.124
H  0.835824  -2.024882  -1.564421  0.109
H  3.090100  -0.840363  -2.033826  0.046

Forces on atoms 1 to 3 (eV/Å):
C -2.91 -0.73 1.14
C 4.29 3.55 0.59
O -0.81 -1.64 -2.92

As for the SMILES: Cc1ccc(O)cc1.CC(N)=O. The LUMO energy comes out at 0.613 eV. The orbital gap is 9.031 eV. The total energy comes out at -555.9254 hartree.


# 2
Formula: C9H13NO2
Source: the OMol25 dataset
Level of theory: wB97M-V/def2-TZVPD

Each line ends with the Löwdin charge.
Positions of all 25 atoms, in Å:
C  3.713334  1.937736  -0.624827  -0.058
C  0.810173  0.222591  1.782251  -0.268
C  2.071633  0.190466  2.411469  0.032
C  0.284280  0.828166  0.679863  -0.045
C  2.951133  0.700424  1.412474  -0.012
C  1.295677  1.276529  -0.173425  -0.088
C  2.591016  1.361223  0.160191  -0.293
O  -0.146512  -0.051227  2.860515  -0.039
H  -1.011729  -0.035081  2.414455  0.080
H  2.168047  -0.054849  3.429633  0.106
H  -0.749611  1.033190  0.640821  0.104
H  4.005782  0.840160  1.707017  0.109
H  0.908476  1.451975  -1.266178  0.144
H  4.446325  1.219562  -0.900831  0.067
H  3.480005  2.190212  -1.638865  0.075
H  4.185346  2.611632  0.068496  0.083
C  -4.327915  -1.069895  -2.416597  -0.036
C  -3.090247  -1.624831  -1.895557  -0.613
O  -3.077554  -2.557899  -1.145706  0.046
N  -1.812248  -1.027832  -2.073128  0.132
H  -0.986224  -1.482112  -1.680937  0.104
H  -1.724569  -0.094495  -2.377933  0.058
H  -5.065815  -1.848092  -2.820832  0.116
H  -4.111237  -0.201202  -3.165791  0.105
H  -4.861029  -0.497512  -1.630687  0.089

Forces on atoms 1 to 3 (eV/Å):
C -0.21 -0.85 0.05
C -3.24 0.10 6.00
C 0.15 1.61 -6.58

As for the SMILES: Cc1ccc(O)cc1.CC(N)=O. The LUMO energy comes out at 0.607 eV. The orbital gap is 9.175 eV. The total energy comes out at -555.9013 hartree.


# 3
Formula: C9H13NO2Pd
Source: the OMol25 dataset
Level of theory: wB97M-V/def2-TZVPD

Each line ends with the Löwdin charge.
Positions of all 26 atoms, in Å:
C  2.088111  -0.347966  -0.850045  -0.145
C  1.087510  -0.987994  -1.654694  -0.165
C  0.196258  -1.703195  -0.782224  -0.111
C  0.688976  -1.549635  0.560944  -0.143
C  1.869194  -0.741124  0.511159  -0.132
Pd  0.049197  0.534197  -0.246821  0.993
N  1.876735  1.192090  3.096259  0.108
C  -0.314884  1.956015  -1.370732  -0.335
C  -0.970115  0.978676  -2.193082  -0.072
H  -0.678116  -2.281416  -1.074068  0.121
H  0.993429  -0.919880  -2.735387  0.103
H  0.264098  -2.018257  1.436241  0.108
H  2.495540  -0.488922  1.358521  0.085
H  2.850333  0.342239  -1.200857  0.108
H  -0.461072  0.556252  -3.058649  0.049
H  -0.989364  2.664483  -0.880356  0.070
H  0.865019  1.108918  2.800010  -0.096
H  -2.053472  0.876971  -2.114020  0.067
H  0.663187  2.339200  -1.692472  0.066
C  -2.991907  -0.019124  2.844797  -0.017
C  -1.838258  0.021429  1.883676  -0.669
O  -2.044195  0.132980  0.615570  -0.106
O  -0.694755  -0.098289  2.430673  -0.126
H  -3.880737  0.484234  2.471920  0.074
H  -2.680830  0.426136  3.789673  0.079
H  -3.231911  -1.064934  3.040756  0.084

Forces on atoms 1 to 3 (eV/Å):
C -0.46 -0.31 -0.57
C 0.98 -0.09 0.15
C 0.76 -0.07 0.84

The expectation value of S² is 6.0204. The spin multiplicity is 5. The LUMO energy (spin up / spin down) comes out at 0.319 / -1.903 eV. The orbital gap (spin up / spin down) is 7.781 / 6.900 eV. The total energy comes out at -683.5869 hartree.


# 4
Formula: C9H13NO3S
Source: the OMol25 dataset
Level of theory: wB97M-V/def2-TZVPD

Each line ends with the Löwdin charge.
Positions of all 27 atoms, in Å:
H  1.667185  2.465953  1.542743  0.158
C  1.486906  2.046875  0.482401  -0.139
C  2.252801  0.873923  0.206982  -0.311
C  2.800389  0.531285  -0.998626  -0.016
C  3.438088  -0.802965  -1.360492  0.055
C  3.378121  -1.700267  -0.187697  0.004
C  2.698153  -1.530108  1.134273  0.076
C  2.103380  -0.192096  1.079637  -0.033
H  1.570342  -0.028675  2.050578  0.124
H  2.839237  -2.216007  1.718571  -0.004
H  3.891048  -2.343938  -0.405087  -0.062
H  3.810120  -0.685831  -2.254000  0.027
H  2.751477  1.148866  -1.846761  0.084
C  -0.157979  1.891468  0.523920  -0.024
C  -0.677016  1.289613  -0.997720  -0.010
H  -0.123183  0.427853  -1.071232  0.074
H  -0.610908  1.933475  -1.572429  0.002
O  -2.056258  0.817183  -0.725497  -0.188
S  -2.131089  -0.357496  -0.033219  0.519
O  -2.621788  -0.115940  1.494567  -0.391
O  -1.195638  -1.360962  -0.305999  -0.234
N  -3.711253  -0.910753  -0.591169  -0.069
H  -3.408490  -1.686918  -1.275127  0.090
H  -4.418343  -1.115042  0.062491  0.028
H  -0.717257  2.887335  0.509879  0.135
H  -0.345165  1.062351  1.215026  0.071
H  1.589023  2.610702  -0.281616  0.034

Forces on atoms 1 to 3 (eV/Å):
H 0.28 -0.16 -1.97
C -4.10 -1.01 6.12
C -0.37 -3.98 -0.24

The LUMO energy comes out at 0.621 eV. The orbital gap is 9.746 eV. The total energy comes out at -1029.0073 hartree.


# 5
Formula: C9H13NO3S
Source: the OMol25 dataset
Level of theory: wB97M-V/def2-TZVPD

Each line ends with the Löwdin charge.
Positions of all 27 atoms, in Å:
C  2.358138  2.362536  -0.402939  0.024
C  -1.198606  0.885757  -0.593760  -0.082
C  0.159132  0.629735  1.326057  -0.129
C  -1.202768  0.183962  0.766455  -0.245
C  0.103580  0.241430  -1.048591  -0.244
C  -1.090882  -1.302749  0.373533  -0.264
C  -0.163549  -1.270256  -0.870747  -0.276
C  1.031646  0.473377  0.115510  -0.270
C  -2.442665  -1.945271  0.080654  -0.048
N  1.899995  3.356314  0.108627  0.102
O  2.321259  -1.455877  1.446476  -0.268
O  3.251936  -0.744802  -0.696433  -0.285
O  1.062578  -1.937955  -0.672836  -0.171
S  2.098862  -0.945088  0.128552  0.672
H  3.128433  1.921922  -0.998142  0.075
H  -2.046659  0.631887  -1.226047  0.119
H  -1.113209  1.966992  -0.509623  0.123
H  0.123401  1.672272  1.653222  0.117
H  0.526100  0.014554  2.147115  0.116
H  -2.044612  0.398939  1.419851  0.146
H  0.500612  0.507923  -2.025249  0.151
H  -0.593217  -1.874233  1.161256  0.151
H  -0.628150  -1.731063  -1.746441  0.164
H  -2.956673  -1.438283  -0.731348  0.076
H  -3.074823  -1.905336  0.964047  0.080
H  -2.307599  -2.986559  -0.198493  0.083
H  2.297749  4.289877  0.029292  0.082

Forces on atoms 1 to 3 (eV/Å):
C -2.34 -2.53 1.43
C 0.05 -0.03 0.02
C -0.13 -0.03 0.28

The LUMO energy (spin up / spin down) comes out at 0.216 / 0.216 eV. The orbital gap (spin up / spin down) is 8.834 / 8.835 eV. The total energy comes out at -1029.2882 hartree.


# 6
Formula: C9H13O3
Source: the OMol25 dataset
Level of theory: wB97M-V/def2-TZVPD

Each line ends with the Löwdin charge.
Positions of all 25 atoms, in Å:
C  -1.144364  2.478822  -0.218199  0.010
C  -0.537369  1.409879  -0.873975  -0.024
C  -2.334169  2.257722  0.508716  -0.049
C  -1.046177  0.103045  -0.809178  0.056
C  -2.902089  1.023569  0.446057  -0.002
C  -2.234957  -0.150800  -0.055632  -0.192
C  -2.485420  -2.687366  -0.411039  -0.035
C  3.843318  0.167544  1.105055  -0.385
C  -3.008441  -1.329465  -0.073727  0.074
O  5.082846  0.132890  1.404409  0.065
O  4.410624  0.461077  -1.279591  -0.076
O  3.425276  0.294710  0.042326  0.044
H  -0.703473  3.544530  -0.082026  0.166
H  0.313446  1.681745  -1.475450  0.118
H  -2.863097  3.070465  0.969484  0.119
H  -0.509066  -0.715078  -1.207541  0.117
H  -3.874238  1.071544  0.969414  0.142
H  -3.118001  -3.497859  0.045774  0.115
H  -2.410947  -2.745121  -1.534348  0.136
H  -1.483071  -2.741870  0.045258  0.103
H  4.285707  -2.225714  1.549164  0.055
H  3.468475  -2.441429  1.574717  0.066
H  -4.105212  -1.222816  0.064078  0.150
H  5.705786  0.678666  0.781782  0.189
H  4.224615  1.381301  -1.485524  0.041

Forces on atoms 1 to 3 (eV/Å):
C -0.20 1.47 1.83
C -0.19 -0.37 -0.49
C 0.97 0.17 -1.41

The LUMO energy (spin up / spin down) comes out at -6.389 / -6.389 eV. The orbital gap (spin up / spin down) is 5.178 / 5.162 eV. The total energy comes out at -575.9195 hartree. Its total charge is +1.


Number 1: strongest force on any atom 5.60 eV/A. Number 2: strongest force on any atom 6.82 eV/A. Number 3: strongest force on any atom 5.61 eV/A. Number 4: strongest force on any atom 19.87 eV/A. Number 5: strongest force on any atom 3.73 eV/A. Number 6: strongest force on any atom 7.46 eV/A.